ORCA calculation (wB97M-V/def2-TZVPD) on 2 unconnected molecules or ions with the total composition C8H16N2 at a distorted geometry.

Values from the calculation:
orbital gap	0.3422	Eh
LUMO energy	0.924	eV
energy above the lowest of the compared OMol25 structures with the same formula, charge and spin	105.8	kJ/mol

The geometry in XYZ format:
```
26
C8H16N2 (wB97M-V/def2-TZVPD)
C -0.85 0.27 -1.24
C -0.69 1.70 -0.83
C -1.99 -0.46 -0.55
C -2.71 -1.55 -1.05
C -3.45 -0.89 0.95
N -2.46 -0.07 0.66
N -3.60 -1.81 -0.02
H -1.04 0.16 -2.32
H 0.05 -0.35 -1.40
H -1.64 2.24 -0.85
H -2.76 -1.98 -2.03
H -3.93 -0.96 1.91
H -4.47 -2.30 -0.10
H -0.12 2.17 -1.64
H -0.12 1.87 0.08
C 3.22 -0.08 0.92
C 2.24 0.43 1.99
C 2.76 0.10 -0.54
H 4.19 0.44 0.94
H 3.40 -1.13 1.16
H 1.54 -0.36 2.23
H 2.70 1.17 -0.71
H 3.44 -0.41 -1.23
H 1.87 -0.48 -0.74
H 2.72 0.97 2.81
H 1.68 1.29 1.59
```

Atomic partial charges in e from the Mulliken method, atoms 1 to 6: -0.044, -1.040, 0.441, -0.668, -0.285, -0.540


ORCA calculation (wB97M-V/def2-TZVPD) on C3H5N3O in the gas phase.

Values from the calculation:
orbital gap	0.3707	Eh
LUMO energy	0.875	eV
energy above the lowest of the compared OMol25 structures with the same formula, charge and spin	377.6	kJ/mol

The geometry in XYZ format:
```
12
C3H5N3O (wB97M-V/def2-TZVPD)
O 1.82 0.03 1.28
C 0.73 0.92 1.60
C -0.02 0.35 0.43
N 1.01 -0.55 0.24
N -0.48 -1.06 -1.70
C -1.39 -0.32 -1.20
N -1.15 0.55 -0.13
H 1.47 -0.64 -0.66
H 1.02 1.97 1.51
H 0.28 0.71 2.58
H -0.85 -1.67 -2.42
H -2.43 -0.30 -1.54
```

Atomic partial charges in e from the Mulliken method, atoms 1 to 6: -0.327, -0.119, 0.478, -0.104, -0.532, -0.071


ORCA calculation (wB97M-V/def2-TZVPD) on 11 unconnected molecules or ions with the total composition C3H28O11 at a distorted geometry.

Values from the calculation:
spin multiplicity	2
orbital gap (alpha / beta)	0.0943 / 0.3768	Eh
LUMO energy (alpha / beta)	2.827 / 2.667	eV
net charge	-1
energy above the lowest of the compared OMol25 structures with the same formula, charge and spin	0.0	kJ/mol

The geometry in XYZ format:
```
42
C3H28O11 (wB97M-V/def2-TZVPD)
C -0.11 0.31 -3.09
O -1.47 0.48 -3.42
C 0.07 0.01 -1.58
C 1.46 0.47 -1.01
H 0.40 -0.39 -3.78
H 0.46 1.25 -3.25
H -1.94 -0.35 -3.58
H -0.72 0.62 -1.07
H -0.09 -1.05 -1.29
H 1.05 1.01 -0.13
H 2.25 -0.23 -0.82
H 1.99 1.29 -1.56
H 2.31 3.64 0.30
H 1.52 4.28 -0.88
O 1.64 4.29 0.08
H 2.45 -3.32 -0.65
H 1.38 -2.52 0.08
O 1.72 -2.72 -0.82
H -1.52 -0.05 3.72
H -0.12 -0.59 4.13
O -0.91 -0.81 3.63
H 0.69 4.08 2.00
H -0.41 3.84 1.00
O -0.26 4.03 1.93
H -3.01 -0.76 1.24
H -1.93 -0.71 0.13
O -2.38 -1.29 0.77
H -2.64 -2.12 -1.56
H -2.17 -3.32 -2.38
O -2.75 -2.53 -2.42
H -1.33 2.90 3.25
H -1.15 2.08 2.15
O -1.67 2.04 2.95
H -0.20 -1.94 2.12
H -0.82 -2.49 0.95
O 0.06 -2.48 1.35
H 3.90 1.83 1.43
H 2.63 0.94 1.12
O 2.97 1.82 1.22
H 0.06 -3.36 -1.06
H -0.62 -4.31 -0.19
O -0.78 -3.86 -1.02
```

Atomic partial charges in e from the Mulliken method, atoms 1 to 6: -0.943, -0.571, 1.101, -1.599, 0.288, 0.371


ORCA calculation (wB97M-V/def2-TZVPD) on C20H21FN2O4S in the gas phase at a distorted geometry.

Values from the calculation:
orbital gap	0.3274	Eh
LUMO energy	0.475	eV
energy above the lowest of the compared OMol25 structures with the same formula, charge and spin	11.3	kJ/mol

The geometry in XYZ format:
```
49
C20H21FN2O4S (wB97M-V/def2-TZVPD)
C -4.89 -2.14 -0.45
C -3.78 -1.11 -0.62
C -3.16 -0.76 0.73
N -2.04 0.15 0.58
C -2.26 1.45 0.10
C -3.47 2.13 0.24
C -3.61 3.42 -0.23
C -2.56 4.08 -0.85
C -1.36 3.42 -1.01
C -1.23 2.12 -0.55
F -0.06 1.48 -0.78
H -0.52 3.88 -1.50
H -2.68 5.09 -1.20
H -4.56 3.92 -0.10
H -4.30 1.65 0.74
S -0.71 -0.07 1.59
O -0.29 1.21 2.07
O -1.08 -1.06 2.56
C 0.64 -0.77 0.62
C 1.86 -0.14 0.68
C 2.96 -0.69 0.01
C 2.78 -1.88 -0.69
C 1.55 -2.51 -0.74
C 0.45 -1.96 -0.08
O -0.79 -2.48 -0.07
C -1.00 -3.73 -0.69
H -2.05 -3.98 -0.51
H -0.83 -3.69 -1.77
H -0.37 -4.51 -0.25
H 1.46 -3.42 -1.30
H 3.63 -2.31 -1.21
C 4.25 -0.04 0.06
C 4.69 1.12 0.66
C 6.06 1.18 0.32
N 6.40 0.15 -0.41
O 5.29 -0.61 -0.58
C 7.04 2.23 0.70
H 6.71 3.20 0.32
H 7.11 2.30 1.78
H 8.01 1.99 0.28
H 4.12 1.81 1.24
H 1.93 0.77 1.24
H -2.74 -1.64 1.21
H -3.92 -0.34 1.41
H -4.18 -0.21 -1.09
H -3.00 -1.51 -1.26
H -5.69 -1.74 0.17
H -5.31 -2.41 -1.42
H -4.52 -3.04 0.03
```

Atomic partial charges in e from the Mulliken method, atoms 1 to 6: -1.486, -0.053, -1.173, 0.272, 0.153, -0.198